# 1
{"formula": "C5H10NO2", "method": "the ωB97M-V functional and the def2-TZVPD basis", "species": ["O", "C", "O", "C", "C", "C", "C", "N", "H", "H", "H", "H", "H", "H", "H", "H", "H", "H"], "positions_angstrom": [[-2.1693, -0.3799, 2.9909], [-1.0339, 0.0420, 3.2485], [-0.4577, 1.0661, 2.8275], [0.5636, 0.1633, -2.2658], [0.5138, 0.0515, -0.7426], [0.0684, -1.3825, -0.3657], [-0.3603, 1.1625, -0.1379], [1.4225, -0.5127, -2.9952], [-0.3576, -0.5881, 3.8986], [1.5522, 0.1584, -0.4209], [-0.1315, -1.9590, -1.2671], [-0.7720, -1.3960, 0.3167], [0.9271, -1.8969, 0.0718], [0.1146, 2.0981, -0.4270], [-1.3990, 0.9982, -0.4207], [-0.3316, 1.0914, 0.9647], [1.9192, 0.3590, -2.5072], [-0.0683, 0.9247, -2.7687]], "total_energy_ha": -401.6748, "relative_energy_kj_mol": 399.2, "orbital_gap_ev": 7.73, "charge": -1, "lumo_ev": 3.43}


# 2
{"formula": "C5H10NO2", "method": "the ωB97M-V functional and the def2-TZVPD basis", "species": ["C", "N", "C", "C", "C", "C", "O", "O", "H", "H", "H", "H", "H", "H", "H", "H", "H", "H"], "positions_angstrom": [[0.1526, 1.2010, -0.9708], [0.0263, -0.2399, -1.1177], [1.6612, 0.9234, -0.6306], [-2.0898, -0.6260, 0.1546], [-0.6118, -0.9008, -0.0007], [0.1389, -0.8657, 1.3981], [1.3005, -1.4953, 1.3995], [-0.5578, 1.9745, -0.2114], [0.1872, 1.5899, -2.0043], [2.1188, 1.7710, -0.1252], [2.1208, 0.5468, -1.5346], [1.8870, 0.0966, 0.1089], [-2.6952, -0.8800, -0.7237], [-2.5957, -1.1305, 0.9878], [-2.2614, 0.4335, 0.3812], [-0.4751, -1.9816, -0.2594], [-0.6715, -1.1830, 2.1520], [0.2887, 0.1985, 1.6563]], "total_energy_ha": -401.5881, "relative_energy_kj_mol": 626.7, "orbital_gap_ev": 5.97, "charge": -1, "lumo_ev": 2.55}


# 3
{"formula": "C5H10NO2", "method": "the ωB97M-V functional and the def2-TZVPD basis", "species": ["C", "N", "C", "C", "C", "O", "C", "O", "H", "H", "H", "H", "H", "H", "H", "H", "H", "H"], "positions_angstrom": [[-0.6333, 1.0075, 2.0564], [-0.4975, 0.1154, 0.9402], [0.1413, 0.6108, -0.2580], [0.6376, -0.4733, -1.2660], [0.8861, -1.8872, -0.6338], [-0.0618, -2.2818, 0.2846], [-0.9118, 1.4033, -1.0096], [-0.7370, 2.2891, -1.8240], [-1.6929, 1.1563, 2.2917], [-0.3169, 2.0660, 1.9390], [0.0189, 0.6344, 2.8546], [-0.3557, -1.3162, 0.7452], [1.0683, 1.1169, 0.0450], [0.0365, -0.6783, -2.1558], [1.6520, -0.1717, -1.5551], [0.8086, -2.5766, -1.4952], [1.8774, -2.0153, -0.1725], [-1.9198, 1.0006, -0.7866]], "total_energy_ha": -401.6935, "relative_energy_kj_mol": 350.1, "orbital_gap_ev": 6.57, "charge": -1, "lumo_ev": 4.11}


# 4
{"formula": "C5H10NO2", "method": "the ωB97M-V functional and the def2-TZVPD basis", "species": ["O", "C", "C", "C", "C", "C", "O", "N", "H", "H", "H", "H", "H", "H", "H", "H", "H", "H"], "positions_angstrom": [[-0.4918, 2.4560, -1.6518], [-1.1116, 1.8064, -0.8485], [-0.5533, 0.4084, -0.5443], [0.5571, 0.5497, 0.5624], [0.3594, -0.4734, 1.7116], [0.6190, -1.9301, 1.3636], [0.5902, -2.2794, 0.1984], [-0.0200, -0.2051, -1.8448], [-1.8029, 2.3222, -0.1496], [-1.3917, -0.2496, -0.2795], [1.4527, 0.7690, 0.0126], [0.2330, 1.5234, 0.9738], [0.8306, -0.1724, 2.6389], [-0.7065, -0.5221, 2.0658], [1.0271, -2.6732, 2.0252], [0.6475, -0.8978, -1.5049], [0.4476, 0.4396, -2.4790], [-0.6864, -0.8717, -2.2498]], "total_energy_ha": -401.4569, "relative_energy_kj_mol": 178.8, "orbital_gap_ev": 10.65, "smiles": "[NH3+][C@H](C=O)CCC=O", "charge": 1, "lumo_ev": -3.61}


# 5
{"formula": "C5H10NO2", "method": "the ωB97M-V functional and the def2-TZVPD basis", "species": ["O", "C", "C", "N", "C", "C", "C", "O", "H", "H", "H", "H", "H", "H", "H", "H", "H", "H"], "positions_angstrom": [[-0.6202, 0.2372, -2.2289], [-1.0150, -0.3205, -1.1493], [0.0174, -0.3803, -0.0121], [1.1419, 0.5850, -0.2069], [1.8939, 0.5253, 1.1254], [0.8710, -0.0028, 2.1525], [-0.4543, -0.0262, 1.3793], [-2.1468, -0.8131, -1.0302], [-1.2097, 0.2215, -3.0141], [0.3566, -1.4144, -0.0768], [1.7841, 0.3634, -0.9735], [0.7036, 1.4905, -0.3973], [2.7382, -0.1434, 1.0003], [2.3040, 1.5158, 1.3245], [1.1838, -1.0011, 2.4018], [0.7679, 0.6397, 3.0224], [-0.9064, 0.9537, 1.4004], [-1.1708, -0.6945, 1.8225]], "total_energy_ha": -400.9802, "relative_energy_kj_mol": 84.6, "orbital_gap_ev": [11.35, 6.49], "charge": 2, "lumo_ev": [-9.57, -14.42], "spin_multiplicity": 2}


# 6
{"formula": "C5H10NO3P", "method": "the ωB97M-V functional and the def2-TZVPD basis", "species": ["C", "C", "C", "C", "C", "N", "O", "O", "O", "P", "H", "H", "H", "H", "H", "H", "H", "H", "H", "H"], "positions_angstrom": [[0.8500, -0.0247, -1.1757], [-2.0077, -0.3312, 0.6641], [-1.0103, 0.6885, 0.2132], [-1.5565, 2.1014, -0.0243], [-1.6735, -1.4201, 1.3465], [1.6834, -0.1983, -0.0470], [1.2635, -0.2366, -2.3100], [-0.4524, 0.2094, -1.0500], [-0.4086, -1.7764, 1.6763], [3.0713, -0.6339, -0.8066], [-3.0915, -0.3104, 0.3777], [-0.3591, 0.6650, 1.1202], [-0.8978, 2.8526, 0.4929], [-2.5983, 2.3064, 0.3455], [-1.6846, 2.2425, -1.0836], [3.1751, -1.8996, -1.3657], [-2.3924, -2.2868, 1.6221], [0.2789, -1.1645, 1.4045], [4.0795, -1.0287, 0.0814], [3.7309, 0.2454, -1.4816]], "total_energy_ha": -818.2719, "relative_energy_kj_mol": 368.0, "orbital_gap_ev": 9.51, "charge": 0, "lumo_ev": 0.67}


Question: Among the records above, which one has the highest charge?
Answer: number 5